# C24H28IrN2O4SSe

A molecular structure, C24H28IrN2O4SSe in a non-equilibrium geometry (ωB97M-V with the def2-TZVPD basis set, the Open Molecules 2025 dataset).

## Properties
- HOMO-LUMO gap (spin up / spin down) (eV) = 8.17 / 7.38
- HOMO (spin up / spin down) (hartree) = -0.293 / -0.298
- total charge = 0
- 2S+1 = 2

Geometry as XYZ:
```
61
C24H28IrN2O4SSe, DFT ωB97M-V with the def2-TZVPD basis set
Ir -0.28 -1.15 -0.54
O -1.88 0.28 1.35
C -1.04 0.94 2.29
C 0.43 0.77 1.81
O 1.33 1.24 2.47
O 0.60 0.22 0.65
C -1.16 0.27 3.67
C -1.59 -1.04 3.77
C -1.68 -1.67 5.01
C -1.33 -0.99 6.16
C -0.89 0.33 6.07
C -0.80 0.95 4.83
C -1.42 2.43 2.36
C -0.51 3.43 2.67
C -0.92 4.76 2.75
C -2.24 5.10 2.53
C -3.15 4.11 2.22
C -2.74 2.78 2.13
H -2.70 0.03 1.79
H -1.85 -1.60 2.88
H -2.02 -2.70 5.06
H -1.40 -1.47 7.13
H -0.61 0.87 6.96
H -0.46 1.97 4.78
H 0.53 3.18 2.84
H -0.19 5.52 2.99
H -2.56 6.14 2.60
H -4.19 4.36 2.04
H -3.48 2.03 1.87
S -0.93 -3.84 1.28
C -0.67 -2.59 0.42
C -0.89 -0.99 -5.43
N -0.01 -1.99 -4.82
C 1.08 -2.56 -5.43
C 1.62 -3.42 -4.53
N 0.84 -3.36 -3.40
C 1.09 -4.08 -2.16
C -0.15 -2.49 -3.58
Se -1.55 -2.11 -2.37
H -0.29 -0.39 -6.11
H -1.29 -0.36 -4.64
H -1.70 -1.48 -5.97
H 1.39 -2.30 -6.42
H 2.50 -4.03 -4.59
H 1.86 -4.83 -2.35
H 0.17 -4.56 -1.82
H 1.44 -3.38 -1.40
C 3.21 0.02 -1.03
C 2.11 0.29 -2.05
C 2.66 0.13 -3.46
C 1.54 1.70 -1.90
O 1.07 -0.70 -1.95
H 4.08 0.65 -1.23
H 3.53 -1.02 -1.10
H 2.86 0.22 -0.02
H 3.54 0.76 -3.61
H 1.90 0.40 -4.20
H 2.96 -0.91 -3.62
H 2.30 2.44 -2.16
H 1.21 1.89 -0.89
H 0.70 1.82 -2.59
```

These are the Mulliken partial charges, in e, on atoms 1 to 2: atom 1 (Ir): 1.421, atom 2 (O): -0.616